Run w
{"formula": "C4H16NO2", "method": "the ωB97M-V functional and the def2-TZVPD basis", "symbols": ["C", "C", "C", "C", "N", "H", "H", "H", "H", "H", "H", "H", "H", "H", "H", "H", "H", "H", "H", "O", "H", "H", "O"], "xyz": [[-0.59, -0.52, -1.26], [0.05, -1.71, -0.57], [1.32, -2.11, -1.36], [0.51, -1.32, 0.84], [-1.89, -0.02, -0.59], [0.08, 0.34, -1.26], [-0.85, -0.65, -2.31], [-0.63, -2.57, -0.54], [2.17, -1.52, -1.01], [1.64, -3.12, -1.06], [1.19, -2.05, -2.43], [0.99, -0.35, 0.87], [1.33, -1.95, 1.20], [-0.30, -1.38, 1.56], [-2.25, 0.62, -1.30], [-2.43, -0.84, -0.33], [-1.68, 0.62, 0.23], [-1.11, 1.80, 2.03], [0.08, 2.11, 1.30], [-0.86, 1.79, 1.10], [1.47, 3.64, 1.99], [1.89, 3.20, 0.58], [1.41, 2.95, 1.34]], "homo_lumo_gap_ev": 12.305, "total_charge": 1, "lumo_energy_ev": -2.89}

=====

Run x
{"formula": "C4H16NO2", "method": "the ωB97M-V functional and the def2-TZVPD basis", "symbols": ["C", "C", "N", "C", "C", "H", "H", "H", "H", "H", "H", "H", "H", "H", "H", "H", "H", "H", "H", "O", "H", "H", "O"], "xyz": [[2.37, 1.35, -2.22], [1.13, 1.04, -1.26], [0.98, -0.40, -0.80], [-0.13, -1.13, -1.56], [-1.56, -0.90, -1.00], [3.38, 1.62, -1.81], [2.13, 2.13, -2.94], [2.47, 0.35, -2.73], [1.18, 1.75, -0.35], [0.29, 1.37, -1.79], [0.83, -0.40, 0.30], [1.90, -0.81, -1.04], [-0.01, -2.24, -1.46], [-0.21, -0.81, -2.61], [-2.07, -1.72, -0.73], [-1.43, -0.26, -0.02], [-2.24, -0.31, -1.61], [-2.85, 0.86, 5.08], [-2.14, -0.34, 5.74], [-2.20, 0.22, 4.95], [-0.65, -1.17, 2.67], [-0.63, 0.16, 2.96], [-0.53, -0.36, 2.21]], "homo_lumo_gap_ev": 11.687, "total_charge": 1, "lumo_energy_ev": -2.73}

=====

Run y
{"formula": "C4H16NO2", "method": "the ωB97M-V functional and the def2-TZVPD basis", "symbols": ["C", "C", "N", "C", "C", "H", "H", "H", "H", "H", "H", "H", "H", "H", "H", "H", "H", "H", "H", "O", "H", "H", "O"], "xyz": [[0.50, -2.26, 0.82], [1.09, -1.47, -0.39], [0.15, -0.29, -0.56], [0.31, 0.35, -1.97], [1.44, 1.22, -2.43], [1.09, -3.15, 1.17], [-0.53, -2.58, 0.62], [0.40, -1.58, 1.66], [2.06, -1.02, -0.15], [1.28, -2.05, -1.28], [0.41, 0.34, 0.21], [-0.80, -0.59, -0.33], [-0.58, 0.94, -1.89], [0.22, -0.57, -2.57], [1.14, 2.23, -2.66], [2.14, 1.38, -1.54], [2.02, 0.64, -3.15], [-0.86, 1.73, 2.02], [-0.92, 0.23, 2.11], [-0.32, 0.94, 1.85], [-3.39, 2.00, 3.59], [-3.79, 1.64, 2.18], [-3.04, 1.93, 2.70]], "homo_lumo_gap_ev": 12.129, "total_charge": 1, "lumo_energy_ev": -2.94}

=====

In order of decreasing stability: run w, run y, run x.

=====

Run w
{"formula": "C3H3N3O", "method": "the ωB97M-V functional and the def2-TZVPD basis", "symbols": ["N", "C", "C", "C", "O", "H", "H", "H", "N", "N"], "xyz": [[-0.18, -1.63, -1.28], [-0.51, -0.80, -0.46], [-1.03, 0.00, 0.47], [-0.25, 0.54, 1.57], [0.95, 0.41, 1.70], [0.10, -1.28, -2.19], [-2.09, 0.19, 0.38], [-0.85, 1.10, 2.31], [1.71, 0.41, -1.64], [2.14, 1.06, -0.86]], "homo_lumo_gap_ev": 10.197, "smiles": "N=C=CC=O.N#N", "lumo_energy_ev": 0.49}

=====

Run x
{"formula": "C3H3N3O", "method": "the ωB97M-V functional and the def2-TZVPD basis", "symbols": ["O", "C", "N", "C", "C", "N", "N", "H", "H", "H"], "xyz": [[-2.49, 0.25, -0.20], [-1.69, -0.62, 0.05], [-0.29, -0.30, 0.11], [0.29, 0.92, 0.04], [1.59, 0.62, -0.07], [1.76, -0.71, -0.17], [0.59, -1.31, 0.01], [-1.81, -1.76, 0.02], [-0.43, 1.71, 0.29], [2.48, 1.21, -0.09]], "homo_lumo_gap_ev": 10.366, "smiles": "O=Cn1ccnn1", "lumo_energy_ev": -0.21}

=====

In order of decreasing stability: run w, run x.

=====

Run w
{"formula": "C3H3N3O", "method": "the ωB97M-V functional and the def2-TZVPD basis", "symbols": ["O", "C", "N", "N", "C", "C", "N", "H", "H", "H"], "xyz": [[-2.23, 1.52, 0.36], [-1.30, 0.92, -0.04], [-0.42, -0.12, 1.32], [0.68, -0.71, 1.11], [1.12, -0.69, -0.17], [0.48, -0.05, -1.20], [-0.63, 0.70, -1.14], [-0.65, -0.22, 2.32], [2.05, -1.23, -0.36], [0.91, -0.12, -2.19]], "homo_lumo_gap_ev": 8.827, "lumo_energy_ev": -0.59}

=====

Run x
{"formula": "C3H3N3O", "method": "the ωB97M-V functional and the def2-TZVPD basis", "symbols": ["N", "C", "C", "C", "O", "H", "H", "H", "N", "N"], "xyz": [[-1.70, -1.43, 0.80], [-1.12, -0.39, 0.61], [-0.47, 0.77, 0.51], [0.98, 0.81, 0.73], [1.66, -0.15, 1.03], [-1.80, -2.10, 0.04], [-1.02, 1.66, 0.23], [1.42, 1.81, 0.60], [0.57, -0.78, -2.18], [1.48, -0.20, -2.38]], "homo_lumo_gap_ev": 10.145, "smiles": "N=C=CC=O.N#N", "lumo_energy_ev": 0.48}

=====

Run y
{"formula": "C3H3N3O", "method": "the ωB97M-V functional and the def2-TZVPD basis", "symbols": ["O", "C", "N", "C", "N", "C", "N", "H", "H", "H"], "xyz": [[-1.14, 2.13, -1.22], [-0.48, 1.43, -0.63], [-0.35, -1.03, -0.88], [0.89, -0.77, -0.51], [1.00, -0.28, 0.76], [-0.29, -0.42, 1.19], [-1.13, -0.80, 0.24], [0.43, 0.94, 0.11], [1.74, -0.85, -1.18], [-0.62, -0.15, 2.19]], "homo_lumo_gap_ev": 10.384, "lumo_energy_ev": 0.04}

=====

Run z
{"formula": "C3H3N3O", "method": "the ωB97M-V functional and the def2-TZVPD basis", "symbols": ["H", "N", "N", "C", "O", "C", "C", "N", "H", "H"], "xyz": [[1.59, -0.09, -0.70], [2.33, -0.16, 0.05], [1.84, 0.21, 1.12], [0.48, 0.70, 1.01], [-0.58, -0.09, 1.46], [-0.40, 0.10, 0.04], [-1.24, -0.26, -0.87], [-2.20, -0.60, -1.56], [0.40, 1.76, 1.27], [-2.21, -1.58, -1.83]], "homo_lumo_gap_ev": 9.386, "smiles": "[H]/N=N\\[C@@H]1OC1=C=N", "lumo_energy_ev": 0.12}

=====

In order of decreasing stability: run x, run w, run y, run z.

=====

Run w
{"formula": "C4H7ClO", "method": "the ωB97M-V functional and the def2-TZVPD basis", "symbols": ["C", "C", "O", "C", "C", "H", "H", "H", "H", "H", "H", "Cl", "H"], "xyz": [[-0.25, -1.87, 0.12], [0.50, -1.19, -0.64], [1.03, -0.95, -1.86], [1.32, 0.05, -0.88], [0.44, 1.29, -0.69], [-0.50, -1.62, 1.15], [-0.73, -2.84, -0.32], [2.37, 0.11, -0.64], [0.38, 2.09, -1.55], [0.76, 1.80, 0.27], [-0.61, 0.80, -0.64], [-3.54, -0.55, 0.48], [-4.21, 0.22, 1.26]], "homo_lumo_gap_ev": 10.243, "smiles": "C=C1O[C@H]1C.Cl", "lumo_energy_ev": 0.77}

=====

Run x
{"formula": "C4H7ClO", "method": "the ωB97M-V functional and the def2-TZVPD basis", "symbols": ["C", "O", "C", "C", "C", "Cl", "H", "H", "H", "H", "H", "H", "H"], "xyz": [[1.24, 1.37, -0.23], [-0.01, 1.29, 0.39], [-0.79, 0.28, -0.09], [-0.24, -1.22, -0.39], [-1.06, -1.03, 0.73], [-0.45, -1.24, 2.35], [1.33, 1.32, -1.37], [1.99, 0.75, 0.26], [1.51, 2.36, -0.03], [-1.60, 0.60, -0.78], [0.81, -1.35, -0.33], [-0.66, -1.72, -1.22], [-2.06, -1.41, 0.71]], "homo_lumo_gap_ev": 10.491, "smiles": "CO[C@H]1C[C@H]1Cl", "lumo_energy_ev": 0.99}

=====

Run y
{"formula": "C4H7ClO", "method": "the ωB97M-V functional and the def2-TZVPD basis", "symbols": ["O", "C", "C", "C", "C", "Cl", "H", "H", "H", "H", "H", "H", "H"], "xyz": [[-2.03, 2.52, -0.30], [-1.98, 1.07, -0.20], [-0.88, 0.36, 0.50], [-0.45, -0.80, 0.08], [0.76, -1.57, 0.52], [2.22, -0.84, -0.28], [-1.59, 2.85, 0.50], [-2.88, 0.90, 0.36], [-2.15, 0.71, -1.31], [-0.57, 0.77, 1.42], [-0.73, -1.31, -0.95], [0.97, -1.53, 1.54], [0.76, -2.63, 0.23]], "homo_lumo_gap_ev": 10.625, "smiles": "OC/C=C/CCl", "lumo_energy_ev": 0.77}

=====

Run z
{"formula": "C4H7ClO", "method": "the ωB97M-V functional and the def2-TZVPD basis", "symbols": ["C", "C", "Cl", "C", "C", "O", "H", "H", "H", "H", "H", "H", "H"], "xyz": [[1.01, -1.52, -0.73], [0.69, -0.30, -0.09], [1.61, -0.31, 1.50], [-0.21, 0.69, -0.41], [-1.37, 0.26, 0.56], [-0.04, 2.14, -0.24], [1.00, -1.61, -2.00], [1.58, -2.28, -0.05], [-0.44, 0.47, -1.39], [-1.51, -0.75, 0.40], [-2.23, 0.90, 0.26], [-0.76, 0.29, 1.51], [0.66, 2.01, 0.69]], "homo_lumo_gap_ev": 9.938, "smiles": "C=C(Cl)[C@@H](C)O", "lumo_energy_ev": 0.66}

=====

In order of decreasing stability: run y, run x, run w, run z.